No. 1
A molecular structure, C50H57Cl2F2KN4O3SSe, computed with ωB97M-V with the def2-TZVPD basis set.

```
! RIJCOSX wB97M-V def2-TZVPD def2/J DEFGRID3
* xyz -2 1
K 1.23 0.24 -1.07
C -5.11 -4.55 2.35
C -3.73 -4.09 2.81
C -2.90 -5.33 3.16
C -3.91 -3.25 4.09
C -3.00 -3.27 1.74
C -1.75 -2.72 2.01
C -1.05 -1.99 1.07
Se 0.68 -1.30 1.58
C 0.20 0.32 2.53
C -0.38 0.15 3.78
C -0.76 1.23 4.57
C -0.51 2.50 4.05
C 0.08 2.72 2.81
C 0.46 1.61 1.98
O 0.98 1.77 0.82
C 0.34 4.15 2.31
C 1.84 4.35 2.03
C -0.07 5.22 3.33
C -0.49 4.40 1.04
C -1.43 0.99 5.92
C -0.52 0.14 6.82
C -2.76 0.25 5.72
C -1.73 2.30 6.66
C -1.54 -1.78 -0.26
O -0.87 -1.16 -1.15
C -2.85 -2.33 -0.52
C -3.52 -3.04 0.47
C -3.48 -2.12 -1.90
C -3.58 -0.62 -2.21
C -2.60 -2.80 -2.96
C -4.89 -2.71 -2.02
H -5.59 -5.13 3.15
H -5.04 -5.19 1.47
H -5.75 -3.71 2.11
H -3.39 -5.93 3.94
H -1.90 -5.05 3.51
H -2.77 -5.96 2.27
H -4.42 -3.83 4.86
H -4.49 -2.35 3.87
H -2.95 -2.93 4.49
H -1.29 -2.87 2.98
H -0.54 -0.86 4.14
H -0.78 3.36 4.64
H 2.41 4.25 2.96
H 2.01 5.36 1.63
H 2.21 3.62 1.32
H 0.49 5.13 4.26
H -1.14 5.18 3.56
H 0.14 6.21 2.91
H -0.32 3.62 0.30
H -0.22 5.36 0.59
H -1.55 4.41 1.28
H -0.30 -0.82 6.36
H -0.99 -0.05 7.79
H 0.43 0.65 6.99
H -2.60 -0.69 5.20
H -3.44 0.85 5.11
H -3.24 0.04 6.68
H -0.81 2.86 6.85
H -2.20 2.08 7.63
H -2.41 2.93 6.09
H -4.50 -3.44 0.23
H -2.60 -0.15 -2.14
H -4.25 -0.13 -1.50
H -3.99 -0.47 -3.22
H -1.59 -2.41 -2.88
H -3.00 -2.60 -3.97
H -2.58 -3.88 -2.80
H -5.57 -2.27 -1.30
H -4.89 -3.80 -1.86
H -5.27 -2.52 -3.02
Cl 4.15 -0.24 2.12
C 5.01 -0.58 0.61
Cl 5.21 -2.35 0.35
H 6.00 -0.16 0.68
H 4.46 -0.15 -0.23
F 6.36 5.02 -0.12
C 5.93 4.00 -0.92
C 5.00 3.09 -0.46
C 4.55 2.02 -1.25
C 5.10 1.95 -2.55
C 6.02 2.90 -2.99
F 6.56 2.82 -4.25
C 6.47 3.94 -2.20
C 4.71 0.83 -3.45
C 4.29 1.05 -4.76
C 3.93 -0.03 -5.55
C 4.00 -1.31 -5.01
C 4.42 -1.43 -3.70
N 4.77 -0.40 -2.93
H 4.62 3.24 0.55
H 7.20 4.65 -2.55
H 4.23 2.06 -5.14
H 3.58 0.13 -6.56
H 3.72 -2.18 -5.59
H 4.48 -2.41 -3.23
N -0.16 -1.41 -5.08
C -0.38 -0.13 -5.54
C -1.18 0.39 -6.55
C -1.14 1.76 -6.73
C -0.35 2.59 -5.92
C 0.44 2.07 -4.91
C 0.42 0.69 -4.73
N 1.08 -0.08 -3.79
C 0.70 -1.30 -4.01
C 1.12 -2.46 -3.23
C 0.85 -3.76 -3.53
S 1.44 -4.78 -2.28
C 2.02 -3.38 -1.45
N 1.80 -2.26 -2.05
H -0.76 -2.20 -5.25
H -1.80 -0.24 -7.17
H -1.75 2.21 -7.50
H -0.37 3.66 -6.08
H 1.03 2.69 -4.24
H 0.34 -4.17 -4.38
H 2.53 -3.45 -0.50
O 1.69 3.17 -1.65
H 2.61 2.85 -1.60
H 1.35 2.91 -0.78
*
```

The total energy is -187868.9741 eV. The LUMO energy is 0.1258 Eh. The relative energy (zero: lowest compared OMol25 entry of this formula, charge and spin) comes out at 16.3 kJ/mol. The calculation puts the gap between HOMO and LUMO at 5.305 eV.

These are the Löwdin partial charges, in e, on atoms 1 to 4:
1. K 0.654
2. C -0.081
3. C -0.564
4. C -0.060


No. 2
7 unconnected molecules or ions with the total composition C50H58BrFN3O3, computed with ωB97M-V with the def2-TZVPD basis set.

```
! RIJCOSX wB97M-V def2-TZVPD def2/J DEFGRID3
* xyz 1 1
C -0.39 -2.73 -2.03
C -1.75 -2.21 -2.52
C -2.35 -1.25 -1.51
N -3.38 -0.33 -2.10
N -2.97 1.00 -2.00
C -2.99 1.81 -0.89
C -2.43 2.98 -1.27
Br -2.13 4.46 -0.20
N -2.09 2.88 -2.60
C -1.41 3.93 -3.39
C 0.01 3.51 -3.78
C 1.09 4.24 -2.96
C 2.45 3.59 -3.08
O 3.21 3.49 -2.16
O 2.71 3.14 -4.31
C 3.76 2.17 -4.43
C 3.57 0.94 -3.54
C -2.44 1.66 -3.03
C -2.30 1.09 -4.40
C -2.89 1.98 -5.47
O -4.04 2.16 -5.66
F -1.94 2.60 -6.21
H 0.27 -1.89 -1.80
H -0.51 -3.30 -1.11
H 0.09 -3.36 -2.78
H -2.42 -3.06 -2.68
H -1.62 -1.71 -3.49
H -2.79 -1.79 -0.67
H -1.54 -0.63 -1.10
H -4.24 -0.41 -1.58
H -3.34 1.49 0.08
H -1.39 4.80 -2.74
H -2.02 4.16 -4.25
H 0.15 2.44 -3.60
H 0.18 3.65 -4.85
H 1.17 5.28 -3.28
H 0.84 4.19 -1.90
H 3.75 1.88 -5.48
H 4.73 2.64 -4.24
H 2.56 0.90 -3.11
H 3.71 0.03 -4.13
H 4.30 0.92 -2.73
H -1.27 0.81 -4.62
H -2.91 0.18 -4.41
C -2.33 -1.30 2.83
C -2.02 -2.35 3.69
C -0.70 -2.62 4.00
C 0.32 -1.85 3.46
C 0.01 -0.80 2.59
C -1.31 -0.54 2.28
H -3.37 -1.09 2.59
H -2.81 -2.95 4.12
H -0.45 -3.44 4.66
H 1.35 -2.06 3.70
H 0.80 -0.20 2.16
H -1.55 0.27 1.60
C 2.99 6.14 2.10
C 3.47 5.65 3.31
C 3.95 4.35 3.39
C 3.96 3.55 2.26
C 3.48 4.04 1.05
C 3.00 5.33 0.97
H 2.62 7.16 2.04
H 3.47 6.28 4.19
H 4.33 3.97 4.33
H 4.34 2.54 2.32
H 3.49 3.42 0.17
H 2.63 5.72 0.03
C 4.88 -3.31 5.56
C 3.64 -2.73 5.80
C 2.57 -3.52 6.18
C 2.72 -4.89 6.31
C 3.96 -5.47 6.07
C 5.04 -4.68 5.69
H 5.72 -2.69 5.27
H 3.51 -1.65 5.71
H 1.60 -3.06 6.36
H 1.88 -5.51 6.60
H 4.09 -6.54 6.17
H 6.00 -5.13 5.50
C -4.98 0.96 -8.41
C -4.37 1.95 -9.18
C -4.70 2.07 -10.53
C -5.63 1.22 -11.10
C -6.24 0.24 -10.33
C -5.91 0.11 -8.99
H -4.72 0.86 -7.37
H -3.65 2.62 -8.74
H -4.22 2.84 -11.13
H -5.89 1.33 -12.14
H -6.97 -0.42 -10.78
H -6.38 -0.66 -8.39
C -2.06 -7.57 1.90
C -0.75 -7.46 2.34
C -0.06 -6.27 2.18
C -0.68 -5.18 1.58
C -1.99 -5.29 1.14
C -2.68 -6.48 1.30
H -2.60 -8.50 2.02
H -0.27 -8.31 2.81
H 0.97 -6.19 2.52
H -0.14 -4.25 1.46
H -2.48 -4.44 0.68
H -3.71 -6.57 0.95
C 2.71 2.32 8.45
C 2.80 2.28 7.07
C 2.25 1.21 6.37
C 1.60 0.19 7.06
C 1.52 0.24 8.45
C 2.07 1.30 9.14
H 3.15 3.15 9.00
H 3.29 3.07 6.53
H 2.31 1.17 5.29
H 1.17 -0.64 6.52
H 1.01 -0.56 8.99
H 2.01 1.33 10.22
*
```

The total energy is -136157.0779 eV. The LUMO energy is -0.1052 Eh. The calculation puts the gap between HOMO and LUMO at 7.815 eV.

These are the Löwdin partial charges, in e, on atoms 1 to 4:
1. C -0.088
2. C -0.237
3. C -0.176
4. N 0.055


No. 3
A molecular structure, C50H59CuGe2N2S4 at a distorted geometry, computed with ωB97M-V with the def2-TZVPD basis set.

```
! RIJCOSX wB97M-V def2-TZVPD def2/J DEFGRID3
* xyz 0 1
Cu -1.54 1.95 0.44
C -4.21 -1.71 -5.38
C -3.82 -2.17 -3.99
C -4.79 -2.07 -2.99
C -4.53 -2.37 -1.64
C -5.60 -2.11 -0.65
C -3.21 -2.82 -1.32
C -2.26 -3.06 -2.32
C -1.09 -3.98 -2.04
C -2.58 -2.67 -3.62
C -2.98 -3.23 0.16
C -3.71 -4.33 0.57
C -3.81 -4.69 1.91
C -3.09 -3.99 2.87
C -2.26 -2.98 2.47
C -2.14 -2.62 1.10
Ge -1.22 -0.87 0.76
S -3.09 0.44 0.96
S 0.57 -0.10 1.80
Ge 1.20 0.88 -0.22
S 0.32 2.90 -0.15
S -0.04 -0.74 -1.29
C 3.13 0.85 -0.57
C 3.85 -0.37 -0.48
C 5.18 -0.25 -0.11
C 5.84 0.97 0.13
C 5.17 2.11 -0.15
C 3.81 2.07 -0.56
C 3.19 3.37 -0.95
C 2.74 3.52 -2.24
C 2.71 2.40 -3.23
C 2.39 4.78 -2.66
C 2.24 5.87 -1.78
C 1.76 7.22 -2.27
C 2.53 5.64 -0.43
C 3.11 4.42 -0.01
C 3.44 4.31 1.43
C 3.27 -1.74 -0.71
C 2.91 -2.16 -2.02
C 2.85 -1.19 -3.15
C 2.63 -3.48 -2.32
C 2.67 -4.48 -1.32
C 2.32 -5.91 -1.63
C 3.07 -4.08 -0.06
C 3.31 -2.74 0.27
C 3.55 -2.39 1.72
C -1.44 -2.37 3.52
C -2.01 -1.41 4.37
C -3.48 -1.06 4.26
C -1.26 -0.87 5.44
C 0.04 -1.24 5.60
C 0.94 -0.64 6.65
C 0.60 -2.20 4.78
C -0.11 -2.80 3.74
C 0.55 -3.82 2.83
H -5.31 -1.58 -5.40
H -3.83 -2.43 -6.18
H -3.75 -0.71 -5.55
H -5.76 -1.61 -3.30
H -6.35 -1.41 -1.05
H -5.18 -1.64 0.26
H -6.11 -3.01 -0.34
H -0.34 -3.91 -2.86
H -1.48 -4.97 -2.00
H -0.62 -3.84 -1.09
H -1.77 -2.77 -4.40
H -4.40 -4.76 -0.19
H -4.40 -5.54 2.19
H -3.27 -4.14 3.97
H 5.73 -1.18 -0.02
H 6.85 0.94 0.47
H 5.65 3.09 -0.14
H 3.48 1.65 -2.98
H 2.95 2.89 -4.20
H 1.72 1.93 -3.24
H 2.05 4.96 -3.68
H 1.81 7.94 -1.39
H 0.73 7.23 -2.60
H 2.40 7.58 -3.07
H 2.36 6.41 0.29
H 2.91 5.00 2.03
H 4.51 4.47 1.63
H 3.25 3.31 1.78
H 3.70 -0.53 -3.16
H 1.94 -0.58 -3.15
H 2.90 -1.76 -4.10
H 2.44 -3.75 -3.34
H 1.84 -6.09 -2.58
H 1.64 -6.34 -0.85
H 3.22 -6.53 -1.66
H 3.19 -4.79 0.71
H 2.97 -3.11 2.29
H 3.28 -1.40 2.03
H 4.56 -2.60 2.08
H -4.14 -2.00 4.33
H -3.78 -0.59 3.29
H -3.72 -0.38 5.14
H -1.78 -0.25 6.14
H 0.88 -1.26 7.58
H 0.72 0.39 6.96
H 1.97 -0.65 6.30
H 1.63 -2.58 4.88
H 1.44 -4.29 3.29
H 0.70 -3.51 1.78
H -0.05 -4.77 2.75
N -2.58 7.16 -1.79
C -3.44 7.08 -0.61
C -3.39 5.71 0.12
N -1.99 5.32 0.46
H -2.29 8.12 -2.06
H -3.01 6.84 -2.64
H -1.50 5.86 1.22
H -4.53 7.11 -0.87
H -3.20 7.84 0.14
H -3.81 4.96 -0.55
H -3.99 5.81 1.04
H -1.91 4.31 0.80
H -1.35 5.36 -0.36
*
```

The total energy is -256805.0160 eV. The LUMO energy is -0.0204 Eh. The calculation puts the gap between HOMO and LUMO at 6.665 eV.

These are the Löwdin partial charges, in e, on atoms 1 to 4:
1. Cu -0.357
2. C -0.063
3. C -0.284
4. C -0.017


No. 4
A molecular structure, C50H60Cl3IMoN2O5SeSi at a distorted geometry, computed with ωB97M-V with the def2-TZVPD basis set.

```
! RIJCOSX wB97M-V def2-TZVPD def2/J DEFGRID3
* xyz 0 1
Mo -1.12 1.03 1.14
C -4.55 0.40 -0.81
C -3.76 1.22 -1.78
N -4.09 1.14 -3.06
C -3.41 1.85 -3.95
C -2.47 2.79 -3.61
C -1.80 3.61 -4.69
O -2.26 4.96 -4.76
C -2.17 2.98 -2.25
C -1.51 4.25 -1.86
N -1.40 4.67 -0.68
C -0.98 5.99 -0.48
C 0.26 6.46 -0.92
C 0.67 7.75 -0.62
C -0.15 8.60 0.10
C -1.40 8.16 0.53
C -1.80 6.87 0.25
I -3.70 6.20 0.84
C -2.70 2.05 -1.34
O -2.26 1.91 -0.08
H -5.12 -0.34 -1.36
H -5.25 1.04 -0.27
H -3.90 -0.09 -0.09
H -3.68 1.69 -5.00
H -1.94 3.11 -5.65
H -0.73 3.67 -4.50
H -3.22 4.95 -4.88
H -1.30 4.93 -2.69
H 0.90 5.78 -1.48
H 1.65 8.09 -0.95
H 0.17 9.61 0.34
H -2.05 8.83 1.08
C 2.35 -5.85 1.14
C 0.81 -5.84 1.03
C 0.20 -6.22 2.39
C 0.41 -6.90 0.00
C 0.34 -4.44 0.64
C 0.59 -3.36 1.47
C 0.08 -2.12 1.16
Se 0.51 -0.67 2.35
C 2.04 -0.07 1.37
C 3.28 -0.62 1.59
C 4.35 -0.25 0.77
C 4.08 0.68 -0.22
C 2.83 1.27 -0.46
C 1.78 0.88 0.37
O 0.51 1.31 0.30
C 2.75 2.30 -1.60
C 3.22 1.65 -2.91
C 3.67 3.49 -1.25
C 1.35 2.86 -1.82
C 5.72 -0.88 0.98
C 6.76 -0.36 -0.01
C 5.60 -2.40 0.82
C 6.21 -0.55 2.41
C -0.71 -1.84 0.04
O -1.32 -0.66 -0.09
C -0.83 -2.91 -0.90
C -0.35 -4.16 -0.53
C -1.49 -2.78 -2.29
C -2.99 -3.07 -2.13
C -0.88 -3.79 -3.27
C -1.29 -1.39 -2.92
H 2.71 -6.83 1.45
H 2.69 -5.11 1.88
H 2.80 -5.60 0.18
H 0.50 -7.23 2.68
H -0.89 -6.18 2.34
H 0.53 -5.54 3.17
H 0.76 -7.88 0.33
H 0.85 -6.69 -0.98
H -0.68 -6.95 -0.11
H 1.19 -3.46 2.38
H 3.40 -1.34 2.39
H 4.89 0.98 -0.87
H 4.26 1.34 -2.87
H 3.12 2.37 -3.73
H 2.60 0.78 -3.15
H 4.71 3.17 -1.16
H 3.37 3.93 -0.30
H 3.61 4.25 -2.03
H 0.63 2.07 -2.07
H 1.37 3.57 -2.65
H 0.99 3.37 -0.93
H 6.48 -0.60 -1.04
H 7.71 -0.84 0.19
H 6.90 0.72 0.08
H 5.23 -2.65 -0.18
H 4.92 -2.84 1.55
H 6.58 -2.87 0.95
H 6.25 0.53 2.56
H 7.20 -0.97 2.56
H 5.54 -0.97 3.16
H -0.52 -4.98 -1.22
H -3.14 -4.05 -1.65
H -3.48 -3.08 -3.11
H -3.46 -2.31 -1.51
H -1.24 -4.81 -3.10
H 0.21 -3.79 -3.21
H -1.16 -3.52 -4.29
H -1.71 -0.61 -2.31
H -1.77 -1.37 -3.90
H -0.22 -1.19 -3.04
Cl -1.48 3.98 4.09
Si -0.35 2.74 2.89
Cl 1.22 3.91 2.19
Cl 0.69 1.72 4.48
C -4.71 1.00 2.51
C -3.57 0.05 2.74
O -2.47 0.38 2.19
C -3.70 -1.14 3.53
C -2.61 -1.99 3.76
C -2.75 -3.17 4.45
C -3.99 -3.53 4.95
C -5.08 -2.69 4.77
C -4.94 -1.51 4.07
H -4.42 1.73 1.76
H -4.93 1.54 3.44
H -5.61 0.47 2.20
H -1.64 -1.70 3.39
H -1.89 -3.81 4.60
H -4.11 -4.46 5.50
H -6.05 -2.96 5.18
H -5.81 -0.87 3.94
*
```

The total energy is -186794.0275 eV. The LUMO energy (spin up / spin down) is -0.0874 / -0.0874 Eh. The calculation puts the gap between HOMO and LUMO (spin up / spin down) at 4.564 / 4.548 eV.

These are the Löwdin partial charges, in e, on atoms 1 to 4:
1. Mo 1.444
2. C -0.018
3. C -0.262
4. N 0.119